{"formula": "C11H18F2IN", "method": "wB97M-V/def2-TZVPD", "total_energy_ev": -26719.7474, "e_homo_ev": -6.8065, "e_lumo_ev": -0.39, "gap_ev": 6.413, "symbols": ["C", "C", "C", "C", "C", "C", "C", "C", "C", "C", "C", "N", "F", "F", "I", "H", "H", "H", "H", "H", "H", "H", "H", "H", "H", "H", "H", "H", "H", "H", "H", "H", "H"], "coordinates": [[-0.1607, 2.5393, -0.4566], [0.0075, 1.7299, 0.6568], [0.1067, -1.9337, 0.8778], [0.8599, -0.2325, -0.6083], [-0.4659, -0.5175, 1.1209], [1.2625, -1.6944, -0.2109], [-0.3099, 2.2889, -1.9268], [-0.1703, 2.2604, 2.0987], [2.5782, -1.7635, 0.5758], [1.1533, -2.6837, -1.3053], [-3.7147, 0.6466, -0.8448], [0.2687, 0.3783, 0.5516], [-5.0904, 0.4154, -0.8167], [-3.6146, 1.5697, 0.1914], [-2.9543, -1.1964, 0.0620], [-0.2837, 3.6026, -0.2937], [0.3412, -2.1997, 1.9759], [-0.6968, -2.6338, 0.5784], [1.7339, 0.3358, -0.9921], [0.1558, -0.3185, -1.3410], [-1.0275, -0.2118, 2.0063], [0.3455, 1.5272, -2.2177], [-0.2894, 3.2461, -2.4698], [-1.2733, 1.8772, -2.1911], [0.8385, 2.3943, 2.6600], [-0.8668, 1.5171, 2.7095], [-0.8280, 3.1358, 2.0371], [2.7915, -2.8182, 0.8601], [2.4750, -1.1614, 1.4233], [3.4592, -1.3827, 0.0974], [1.1770, -3.6933, -0.9968], [1.9569, -2.5731, -1.9971], [0.2352, -2.4503, -1.8142]], "forces_ev_per_angstrom": [[-0.17, -0.72, 1.87], [-0.51, 3.84, -1.18], [-0.91, 0.71, 1.46], [4.04, -0.67, 0.31], [-0.16, -2.06, 1.68], [-0.77, 0.75, 3.12], [-0.75, 0.52, 0.59], [-0.43, -1.54, 0.65], [-0.13, -1.29, -0.91], [-0.26, 1.00, -0.81], [-1.35, 2.12, -0.89], [-0.47, -1.03, -1.09], [0.35, -0.07, -0.24], [0.31, 0.00, 0.10], [0.74, -1.63, 0.84], [-0.12, -0.06, 0.83], [0.54, -0.18, -1.75], [0.71, 0.41, 0.02], [-0.56, -0.17, 0.38], [-2.05, 0.00, -2.14], [0.09, -0.48, -0.51], [1.34, -0.51, -1.17], [0.66, -0.56, 0.04], [-0.75, -0.17, 0.41], [-1.90, -0.05, -0.92], [1.70, 1.44, -1.11], [0.78, 0.15, 0.20], [-0.22, 0.71, 0.00], [-0.12, 0.72, 1.70], [0.38, 0.13, -0.88], [-0.17, -1.07, 0.64], [0.69, 0.21, -0.71], [-0.53, -0.43, -0.52]], "nbo_charge": [-0.129, 0.117, -0.484, -0.224, 0.262, -0.013, -0.676, -0.639, -0.608, -0.614, 0.251, -0.388, -0.416, -0.428, -0.085, 0.210, 0.239, 0.264, 0.223, 0.213, 0.236, 0.211, 0.229, 0.265, 0.231, 0.213, 0.248, 0.218, 0.204, 0.213, 0.223, 0.214, 0.221]}



{"formula": "C11H18N2", "method": "wB97M-V/def2-TZVPD", "total_energy_ev": -14658.1229, "smiles": "CC(=[NH2+])[C@@]1(C)C2=C(C)C=CC[N@@+]21C", "e_homo_ev": -16.3201, "e_lumo_ev": -8.23, "charge": 2, "gap_ev": 8.094, "symbols": ["C", "C", "N", "C", "C", "C", "C", "C", "C", "C", "C", "N", "C", "H", "H", "H", "H", "H", "H", "H", "H", "H", "H", "H", "H", "H", "H", "H", "H", "H", "H"], "coordinates": [[1.3545, -2.0267, -1.7029], [0.1622, -1.1759, -1.8458], [-0.4769, -1.1683, -2.9585], [-0.0256, -0.1136, -0.8017], [0.7473, 1.0125, -1.4029], [-0.8008, 0.2662, 0.3677], [-1.3088, 1.3231, 1.0131], [-2.3207, 2.2897, 0.4708], [-0.7851, 1.4887, 2.3853], [0.4502, 1.0117, 2.6264], [1.2302, 0.1916, 1.6023], [0.3442, -0.5103, 0.6955], [0.0787, -1.9786, 1.1316], [0.9879, -2.9440, -1.5362], [1.9654, -1.6736, -0.8737], [1.8137, -2.0889, -2.6349], [-0.3446, -1.8734, -3.6490], [-1.2907, -0.5044, -3.0207], [1.6206, 0.8024, -1.9639], [1.1910, 1.6774, -0.6674], [-0.0202, 1.3423, -2.0983], [-1.9914, 2.5212, -0.4788], [-2.3445, 3.1689, 1.1469], [-3.2720, 1.8814, 0.5478], [-1.3353, 2.0434, 3.2313], [1.0691, 1.3216, 3.5180], [1.7510, 1.0014, 1.0383], [1.8251, -0.4222, 2.1785], [-0.5417, -2.0188, 2.1414], [-0.7494, -2.3242, 0.3809], [1.0168, -2.5206, 1.1589]], "forces_ev_per_angstrom": [[-0.07, 2.96, 0.81], [0.19, 0.11, 0.38], [-2.23, 1.89, 1.54], [1.47, -0.10, 1.09], [0.14, 0.49, 0.00], [-1.67, 0.07, -1.00], [-0.38, -0.70, 0.96], [1.86, 0.44, 2.82], [0.13, 0.20, 1.71], [0.01, 0.66, 0.62], [-0.69, 3.90, -0.60], [-0.50, -2.11, 0.81], [-3.69, 0.81, -0.07], [-1.07, -3.85, 1.07], [0.25, -0.26, -0.40], [1.37, 0.08, -1.47], [0.25, -0.38, -0.92], [0.85, -1.22, -0.48], [0.76, -1.04, -0.98], [-1.06, 0.68, 0.04], [0.30, 1.40, 0.00], [-0.03, 0.87, -2.25], [0.20, -0.29, -0.69], [-1.85, -0.92, -0.36], [0.79, -0.70, -1.83], [-1.04, -0.63, -0.85], [0.46, -1.05, 0.37], [1.72, -1.67, 0.42], [1.78, 0.45, -1.85], [1.90, 0.08, 1.17], [-0.16, -0.16, -0.08]], "nbo_charge": [-0.684, 0.527, -0.608, 0.084, -0.631, 0.047, 0.139, -0.637, -0.256, -0.112, -0.282, -0.229, -0.429, 0.278, 0.257, 0.277, 0.458, 0.449, 0.256, 0.268, 0.251, 0.228, 0.260, 0.268, 0.286, 0.270, 0.244, 0.260, 0.287, 0.230, 0.247]}



{"formula": "C11H18N2O", "method": "wB97M-V/def2-TZVPD", "total_energy_ev": -16720.7735, "e_homo_ev": [-6.7261, -7.2398], "e_lumo_ev": [0.04, 0.43], "gap_ev": [6.769, 7.672], "symbols": ["C", "C", "C", "C", "C", "C", "C", "C", "C", "C", "C", "N", "N", "O", "H", "H", "H", "H", "H", "H", "H", "H", "H", "H", "H", "H", "H", "H", "H", "H", "H", "H"], "coordinates": [[0.8648, -2.2009, -0.5260], [-0.4610, -0.9718, 0.8581], [3.6370, 1.0887, 0.5099], [3.2346, 1.2082, -0.9847], [2.8358, -0.0504, 1.1623], [1.7651, 0.8040, -0.9202], [1.5649, 0.1038, 0.4055], [-4.1176, 1.0477, -0.9057], [-1.8710, -0.8346, 1.4665], [-2.6646, 0.8330, -0.3590], [-2.8697, -0.4812, 0.3861], [0.3579, -0.0108, 1.0467], [1.3258, -3.0674, -1.2649], [-0.3024, -2.1203, 0.1916], [4.6121, 0.9862, 0.8401], [3.2764, 1.9061, 1.0785], [3.2522, 2.1503, -1.4788], [3.9396, 0.4907, -1.4896], [3.4390, -1.0479, 0.8917], [2.8505, 0.1941, 2.1504], [1.1226, 1.5970, -0.9499], [1.4910, 0.1407, -1.8202], [-4.9550, 0.9145, -0.2257], [-4.1517, 0.2980, -1.7972], [-4.1805, 2.1279, -1.3632], [-1.9543, -0.1114, 2.2612], [-2.0364, -1.6692, 2.0534], [-1.7290, 0.7412, -0.9423], [-2.3917, 1.6659, 0.4740], [-2.9180, -1.2479, -0.2664], [-3.8411, -0.4371, 1.0411], [0.8745, -4.0471, -1.5233]], "forces_ev_per_angstrom": [[1.85, 2.30, 0.67], [-1.60, 1.72, 2.07], [-1.48, 0.60, -0.12], [0.97, -1.88, 1.19], [2.24, -1.63, -4.54], [0.84, -3.47, -1.39], [-1.21, -4.04, -0.58], [2.03, 1.73, -4.08], [2.10, 1.11, -1.00], [-0.71, 1.10, 3.90], [-1.17, 1.61, 4.34], [0.32, 0.09, -1.11], [-0.64, -2.89, -1.12], [-0.54, -0.49, -0.20], [2.43, -0.07, -0.29], [-0.35, 1.58, 0.20], [0.76, 0.94, 0.01], [-1.19, 0.53, -0.13], [-1.77, 1.81, 0.87], [-0.57, -0.20, 2.96], [-1.60, 2.52, -0.14], [0.26, 0.91, 1.51], [0.47, -0.17, 0.22], [-0.64, 1.32, 1.45], [-0.17, -2.04, 0.66], [0.82, 1.03, -0.11], [-0.94, -2.54, 0.38], [-1.09, 0.35, -0.67], [-0.67, -1.70, -1.87], [-0.58, -2.64, -2.33], [1.32, -0.08, -1.71], [0.50, 2.58, 0.96]], "nbo_charge": [0.413, 0.636, -0.384, -0.404, -0.478, -0.490, 0.351, -0.611, -0.452, -0.412, -0.373, -0.529, -0.746, -0.513, 0.210, 0.185, 0.219, 0.212, 0.239, 0.226, 0.216, 0.257, 0.219, 0.209, 0.208, 0.221, 0.223, 0.223, 0.190, 0.199, 0.194, 0.344]}



{"formula": "C11H18N3O5", "method": "wB97M-V/def2-TZVPD", "total_energy_ev": -26411.0433, "smiles": "CNC(=O)[C@@H](CCC(=O)[O-])NC(=O)[C@@H](C)NC(C)=O", "e_homo_ev": -5.5819, "e_lumo_ev": 3.37, "charge": -1, "gap_ev": 8.950, "symbols": ["C", "N", "C", "O", "C", "C", "C", "C", "O", "O", "N", "C", "O", "C", "C", "N", "C", "C", "O", "H", "H", "H", "H", "H", "H", "H", "H", "H", "H", "H", "H", "H", "H", "H", "H", "H", "H"], "coordinates": [[-2.9348, 2.9256, 1.0018], [-2.1088, 1.9348, 0.2755], [-2.6062, 0.8124, -0.2296], [-3.8006, 0.6096, -0.3222], [-1.6647, -0.2999, -0.7289], [-1.2543, -0.0323, -2.2129], [-0.4937, 1.2943, -2.5028], [0.7496, 1.5426, -1.6088], [0.7137, 2.5473, -0.8636], [1.6659, 0.6817, -1.5560], [-0.4017, -0.4588, -0.0167], [-0.2852, -0.6645, 1.3020], [-1.2695, -0.7983, 2.0476], [1.1581, -0.6892, 1.7841], [1.4100, -1.3807, 3.1584], [2.1789, -1.0138, 0.7985], [2.3468, -2.2653, 0.3142], [3.0813, -2.3534, -1.0350], [1.8856, -3.2792, 0.7882], [-2.3689, 3.5020, 1.7092], [-3.6919, 2.3450, 1.4798], [-3.3418, 3.5827, 0.1917], [-1.1275, 2.0645, 0.1921], [-2.1604, -1.2522, -0.6748], [-2.1586, -0.1035, -2.8223], [-0.6758, -0.8423, -2.5524], [-0.1638, 1.2307, -3.5571], [-1.1353, 2.1778, -2.4039], [0.4598, -0.3553, -0.5507], [1.3515, 0.3537, 1.9949], [1.0786, -2.4361, 3.1784], [2.4613, -1.3238, 3.3809], [0.9028, -0.7778, 3.9268], [2.4232, -0.2347, 0.1837], [2.4602, -2.1069, -1.8935], [3.8551, -1.5728, -1.0179], [3.4609, -3.3640, -1.1588]], "forces_ev_per_angstrom": [[0.34, -0.53, -2.66], [0.36, 0.56, 0.98], [-0.19, -0.98, 0.15], [-1.13, -0.15, -0.12], [1.67, 0.78, -0.74], [-1.01, 1.17, 0.56], [0.07, -0.26, -0.36], [-0.08, 0.46, 1.13], [-0.39, 0.14, -0.31], [0.11, -0.70, -0.74], [0.10, 0.29, 0.11], [-1.52, -0.96, 0.30], [1.28, 0.29, -0.45], [0.92, -0.10, 1.49], [-1.13, 0.08, -0.47], [-0.26, 0.32, -0.06], [-0.22, -0.16, -2.06], [0.47, 0.84, 0.75], [-0.35, -0.42, 0.97], [0.46, 0.07, 0.18], [-0.80, 0.00, 0.36], [-0.16, -0.18, 1.10], [1.04, 0.39, 0.00], [-0.81, -0.11, 0.07], [-0.10, 0.36, 0.05], [1.07, -1.16, -0.20], [-0.08, 0.09, 0.39], [0.01, -0.30, 0.00], [-0.17, 0.09, -0.07], [0.01, 0.55, 0.02], [0.13, 0.69, 0.00], [0.52, -0.09, -0.07], [-0.09, -0.48, -0.19], [-0.06, -0.31, -0.11], [-0.42, 0.07, 0.24], [0.18, -0.47, -0.29], [0.22, 0.11, 0.08]], "nbo_charge": [-0.407, -0.614, 0.672, -0.667, -0.118, -0.385, -0.527, 0.770, -0.768, -0.825, -0.648, 0.671, -0.659, -0.133, -0.598, -0.642, 0.689, -0.709, -0.643, 0.200, 0.219, 0.190, 0.431, 0.224, 0.211, 0.206, 0.212, 0.216, 0.445, 0.222, 0.232, 0.202, 0.210, 0.446, 0.244, 0.215, 0.218]}



{"formula": "C11H18N3S", "method": "wB97M-V/def2-TZVPD", "total_energy_ev": -26995.2034, "e_homo_ev": [-11.6199, -11.6197], "e_lumo_ev": [-4.63, -4.63], "charge": 1, "gap_ev": [6.995, 6.994], "symbols": ["C", "C", "C", "C", "C", "C", "C", "C", "C", "C", "C", "N", "N", "N", "S", "H", "H", "H", "H", "H", "H", "H", "H", "H", "H", "H", "H", "H", "H", "H", "H", "H", "H"], "coordinates": [[0.4358, -2.2661, 1.8965], [-1.5073, 0.4156, -1.6418], [-0.6204, -0.4887, -1.1294], [-2.2031, 1.3663, -0.8465], [-0.4605, -0.8959, 0.2086], [0.5353, -1.7609, 0.6014], [5.1827, -1.4717, 2.0970], [-3.7045, 3.1588, -0.5465], [-3.8850, 1.7130, -2.5568], [4.0583, -1.3310, 1.0473], [3.3658, -2.6641, 0.7336], [0.2283, -2.6535, 2.9489], [-1.6855, 1.6934, 0.3387], [-3.2131, 2.0850, -1.2844], [1.9389, -2.0757, -0.3009], [-1.3705, 0.6869, -2.6639], [0.1170, -1.0127, -1.7118], [-0.8092, 1.2735, 0.7328], [-1.2315, -0.6633, 0.9386], [5.9211, -2.2883, 1.6200], [5.7952, -0.5741, 2.3514], [4.8117, -1.7923, 2.9764], [-2.8549, 3.7944, -0.3494], [-4.4357, 3.7301, -1.1629], [-4.1868, 2.8719, 0.3546], [-5.0306, 1.4073, -2.6381], [-3.8938, 2.6044, -3.1239], [-3.3571, 0.9012, -2.8986], [4.4742, -1.0118, 0.1283], [3.2669, -0.4682, 1.3413], [3.7983, -3.3001, -0.0439], [2.8054, -3.1446, 1.6083], [-2.2851, 2.1612, 0.9749]], "forces_ev_per_angstrom": [[-0.22, -0.12, 0.56], [1.85, -0.98, -0.22], [-0.17, 0.66, -0.06], [0.59, 0.47, 0.69], [-0.50, -0.90, 0.99], [0.11, 1.37, -0.41], [2.72, -0.39, -4.05], [-0.78, 2.32, -0.62], [-2.80, 0.69, 1.28], [-0.70, 1.47, 1.89], [-3.03, 0.98, 0.98], [0.05, -0.47, 1.11], [1.00, -0.63, 0.82], [-1.10, -2.57, -1.69], [0.08, -0.38, -1.83], [-0.31, -0.19, -0.69], [-0.21, 0.25, -1.14], [-1.45, 0.63, -0.95], [0.11, -0.39, -0.03], [-1.39, 1.72, 1.45], [-0.64, -0.44, -0.77], [-1.22, -1.48, 2.98], [0.07, 0.63, 0.42], [0.56, -0.42, 0.52], [-0.54, -0.27, 0.96], [2.19, 0.46, 1.47], [0.57, 0.68, -1.22], [1.04, -1.45, -1.55], [0.48, 0.61, -0.99], [1.68, -2.18, -0.45], [0.50, -0.25, 0.91], [1.58, 0.09, -1.07], [-0.12, 0.48, 0.71]], "nbo_charge": [0.209, -0.363, -0.052, 0.514, -0.325, -0.216, -0.598, -0.433, -0.406, -0.418, -0.466, -0.206, -0.750, -0.321, 0.344, 0.246, 0.233, 0.444, 0.231, 0.205, 0.233, 0.205, 0.224, 0.244, 0.214, 0.238, 0.218, 0.220, 0.214, 0.202, 0.254, 0.251, 0.410]}



{"formula": "C11H18N4O3S", "method": "wB97M-V/def2-TZVPD", "total_energy_ev": -34622.1855, "e_homo_ev": -8.4038, "e_lumo_ev": -1.12, "gap_ev": 7.279, "symbols": ["C", "C", "C", "C", "C", "C", "C", "C", "C", "C", "C", "H", "H", "H", "H", "H", "H", "H", "H", "H", "H", "H", "H", "H", "H", "H", "H", "H", "H", "N", "N", "N", "N", "O", "O", "O", "S"], "coordinates": [[1.5098, 0.2490, 0.2719], [0.1979, 0.2856, -0.3218], [2.4657, -0.6241, -0.5845], [3.9177, -0.2111, -0.2987], [4.9826, -0.3214, -1.1317], [5.7381, -0.0380, 0.7800], [-2.0760, 1.4222, -0.0349], [-2.7845, 2.7286, 0.0754], [-3.0657, 0.2924, 0.5673], [-4.2885, -0.2261, -0.4374], [-4.3645, -3.0456, -0.2070], [0.6597, -0.8175, 1.9009], [2.7782, -0.8050, 1.9407], [2.0380, 1.2434, 0.2613], [2.3201, -1.7525, -0.5789], [2.1320, -0.3015, -1.5745], [4.9836, -0.2851, -2.2950], [6.4577, 0.0293, 1.6551], [7.0077, -0.1718, -1.0934], [-0.4810, 1.3626, 1.3441], [-2.0255, 1.2231, -1.0300], [-3.7132, 0.7426, 1.5929], [-2.2527, -0.5765, 1.0699], [-3.6601, -0.5873, -1.4091], [-4.8995, 0.5850, -0.4906], [-3.2236, -2.3157, -1.2614], [-5.7760, -3.8958, -1.0491], [-3.9168, -3.7943, 1.3119], [-0.9708, 3.3373, -0.0687], [1.6121, 0.0037, 1.7924], [4.4658, -0.0836, 1.0092], [6.1814, -0.0853, -0.4908], [-0.6923, 1.2426, 0.3686], [0.0104, 0.0337, -1.4342], [-3.9484, 2.8625, 0.0361], [-1.9343, 3.7924, -0.3983], [-5.3851, -1.4977, 0.2126]], "forces_ev_per_angstrom": [[4.76, -0.93, 2.91], [-1.72, 5.33, 3.44], [0.02, 0.53, -0.05], [0.19, -1.80, 0.52], [-0.70, 1.25, -4.79], [3.57, 0.72, 4.35], [-1.22, -3.20, 3.65], [2.79, 2.51, -3.29], [-0.36, -0.92, 3.52], [5.35, -2.32, 0.77], [-1.18, 0.72, -0.06], [3.84, 2.68, 0.13], [-4.42, 3.16, -0.57], [-1.14, -0.42, -0.69], [0.05, 1.39, 0.53], [0.83, -0.31, -0.30], [-0.14, -0.40, 2.32], [-0.87, 0.02, -1.38], [-0.06, 0.24, 1.65], [0.04, -0.14, 0.39], [-0.22, -0.29, -3.31], [2.16, -1.23, -2.94], [-2.81, 2.09, -1.78], [-2.10, 0.86, 1.70], [-1.51, 2.53, -1.07], [-2.64, -2.47, 2.67], [3.49, 1.30, 1.80], [-0.85, 1.63, -4.08], [-3.23, 2.19, -1.68], [-0.87, -6.11, -0.36], [-0.55, -0.28, -1.93], [-2.31, -0.95, -1.29], [0.46, -0.47, 0.14], [-1.64, -2.15, -4.34], [-1.61, 0.10, 0.92], [2.77, -3.48, 3.21], [1.86, -1.38, -0.70]], "nbo_charge": [-0.192, 0.697, -0.444, 0.056, -0.077, 0.212, -0.217, 0.783, -0.416, -0.541, -0.813, 0.318, 0.422, 0.241, 0.229, 0.251, 0.210, 0.196, 0.448, 0.403, 0.246, 0.226, 0.213, 0.213, 0.236, 0.245, 0.221, 0.265, 0.485, -0.843, -0.484, -0.557, -0.669, -0.540, -0.525, -0.694, 0.196]}



Here are the calculated ΔE to the lowest compared entry with this formula, charge and spin numbers, same order: 5.9 61.0 139.4 3.9 55.4 373.2 (kcal per mole).